## i
Entry from the OMol25 dataset: a cluster of 2 separate species, C4H6F2N2 in total (ωB97M-V/def2-TZVPD).

Calculated values
LUMO level: -0.1601 eV
SMILES string: [H]/N=C(\C#N)CF.CF
Net charge: 0
Highest occupied orbital energy: -11.60 eV

Last column: Löwdin charge in e.
Geometry (Å):
C 0.73 -2.11 -1.28  -0.17
C -1.51 -1.10 -1.08  -0.15
C 0.78 1.64 0.58  -0.09
C -0.32 -1.81 -0.38  -0.36
N 1.62 -2.21 -1.98  0.20
N -0.42 -1.96 0.88  0.20
F -2.69 -1.37 -0.41  -0.04
F 0.50 1.17 -0.65  -0.09
H -1.75 -1.46 -2.09  0.13
H -1.21 -0.05 -1.11  0.10
H 0.09 1.33 1.26  0.05
H 1.69 1.28 0.79  0.05
H 0.47 -2.38 1.17  0.07
H 0.67 2.73 0.59  0.10

---

## ii
Entry from the OMol25 dataset: an isolated molecule of C4H6F2N2 (ωB97M-V/def2-TZVPD).

Calculated values
LUMO level: 0.5465 eV
SMILES string: CN1[C@H](F)C=N[C@@H]1F
Net charge: 0
Highest occupied orbital energy: -10.01 eV

Last column: Löwdin charge in e.
Geometry (Å):
C -1.18 -1.27 0.78  -0.03
C 0.12 -1.23 0.04  -0.37
C -0.99 0.83 0.23  -0.38
C 1.28 0.86 -0.53  -0.09
N -1.72 -0.14 0.96  0.16
N 0.04 0.06 -0.55  -0.07
F 0.32 -2.18 -0.89  0.06
F -1.65 1.49 -0.78  0.01
H -1.59 -2.14 1.20  0.11
H 1.00 -1.23 0.72  0.16
H -0.71 1.76 0.74  0.16
H 1.19 1.95 -0.83  0.10
H 1.90 0.85 0.33  0.05
H 1.97 0.39 -1.42  0.13

---

Q: Which of them is the least stable? A: i.

---

## i
Entry from the OMol25 dataset: a cluster of 11 separate species, C19H60N8O11 in total (ωB97M-V/def2-TZVPD).

Calculated values
LUMO level: 0.4129 eV
SMILES string: NC(N)=O.NC(N)=O.NC(N)=O.NC(N)=O.CC(C)O.CC(C)O.CC(C)O.CC(C)O.CO.CO.CO
Net charge: 0
Highest occupied orbital energy: -8.81 eV

Last column: Löwdin charge in e.
Geometry (Å):
C -4.26 0.70 -3.48  -0.14
O -3.60 -0.32 -2.74  -0.16
H -3.52 1.26 -4.06  0.06
H -4.90 1.32 -2.81  0.10
H -4.90 0.27 -4.26  0.08
H -3.49 -0.05 -1.80  0.02
C 0.84 3.01 3.01  -0.13
O 1.40 1.76 2.73  -0.16
H 0.99 3.25 4.06  0.09
H -0.19 2.77 2.81  0.07
H 1.13 3.89 2.38  0.10
H 1.66 1.45 3.62  0.11
C -0.76 -3.27 0.65  -0.13
O -0.30 -3.05 1.96  -0.13
H -1.78 -3.24 0.86  0.05
H -0.44 -4.24 0.35  0.07
H -0.38 -2.43 0.00  0.08
H -0.54 -2.19 2.24  -0.01
C 2.03 -3.89 -1.94  -0.59
O 0.70 -3.64 -2.18  -0.14
N 2.76 -3.13 -1.12  0.18
N 2.62 -4.92 -2.42  0.16
H 2.49 -2.21 -0.80  0.06
H 3.77 -3.41 -1.00  0.13
H 2.04 -5.18 -3.27  0.16
H 3.62 -4.93 -2.54  0.12
C -3.29 0.83 0.85  -0.60
O -2.38 1.63 1.45  -0.10
N -4.60 0.89 1.09  0.18
N -2.95 -0.13 0.03  0.16
H -4.88 1.75 1.58  0.14
H -5.31 0.33 0.63  0.12
H -2.00 -0.05 -0.41  0.05
H -3.45 -0.94 -0.10  0.10
C 0.36 0.03 -0.41  -0.53
O 1.45 -0.77 -0.52  -0.09
N -0.67 0.10 -1.26  0.12
N 0.11 0.81 0.62  0.16
H -0.67 -0.57 -2.11  0.06
H -0.76 1.04 -1.65  0.08
H 0.79 1.03 1.39  0.08
H -0.80 1.26 0.81  0.07
C -0.63 -1.45 -4.36  -0.64
O -1.37 -0.60 -5.14  -0.12
N 0.25 -2.20 -4.80  0.19
N -0.92 -1.68 -3.09  0.12
H 0.73 -2.01 -5.73  0.18
H 0.72 -2.81 -4.19  0.07
H -1.92 -1.42 -2.80  0.14
H -0.46 -2.36 -2.51  0.06
C -2.44 3.01 -1.58  0.00
C -1.61 3.01 -2.90  -0.60
C -0.92 4.35 -2.97  -0.04
O -0.75 2.09 -2.96  -0.01
H -3.22 3.75 -1.56  0.09
H -1.71 3.00 -0.73  0.09
H -2.95 2.10 -1.55  0.01
H -2.29 2.98 -3.72  0.12
H -0.32 4.40 -3.84  0.07
H -0.27 4.44 -2.14  0.06
H -1.56 5.24 -2.96  0.09
H -0.35 2.09 -3.84  0.16
C 2.70 -1.42 2.27  -0.02
C 3.96 -2.27 2.47  -0.64
C 3.85 -3.20 3.68  -0.02
O 4.21 -3.00 1.48  -0.02
H 2.05 -2.04 1.64  0.06
H 2.88 -0.47 1.74  0.06
H 2.23 -1.31 3.26  0.08
H 4.75 -1.57 2.66  0.14
H 3.14 -3.89 3.40  0.06
H 3.51 -2.64 4.50  0.05
H 4.81 -3.66 3.91  0.09
H 3.41 -3.62 1.37  0.15
C -1.15 0.73 4.69  -0.02
C -0.96 -0.63 4.08  -0.62
C -2.32 -1.27 3.83  -0.02
O -0.45 -0.58 2.97  0.01
H -1.68 1.41 4.03  0.07
H -0.22 1.24 4.94  0.07
H -1.76 0.58 5.62  0.10
H -0.43 -1.23 4.77  0.14
H -2.86 -0.76 3.07  0.05
H -2.99 -1.20 4.68  0.08
H -2.28 -2.31 3.41  0.10
H -0.71 0.14 2.50  0.04
C 3.42 2.17 0.09  -0.01
C 2.39 3.02 -0.67  -0.64
C 2.16 2.48 -2.09  -0.02
O 1.31 3.14 -0.10  0.01
H 3.63 2.66 1.04  0.08
H 4.28 2.03 -0.51  0.07
H 3.01 1.21 0.36  0.04
H 2.75 4.03 -0.75  0.14
H 1.75 1.49 -2.14  0.06
H 3.14 2.46 -2.55  0.08
H 1.53 3.24 -2.64  0.08
H 0.98 2.27 0.14  0.04

---

## ii
Entry from the OMol25 dataset: a cluster of 11 separate species, C19H60N8O11 in total (ωB97M-V/def2-TZVPD).

Calculated values
LUMO level: -0.2109 eV
Net charge: 0
Highest occupied orbital energy: -5.37 eV

Last column: Löwdin charge in e.
Geometry (Å):
C 28.88 21.65 -4.76  -0.06
O 28.65 20.65 -3.71  -0.14
H 29.81 21.43 -5.31  0.08
H 28.84 22.68 -4.43  0.09
H 28.19 21.40 -5.53  0.05
H 28.76 19.82 -4.13  0.00
C 32.44 15.11 -4.09  -0.07
O 31.21 14.97 -4.84  -0.13
H 32.33 14.47 -3.23  0.06
H 32.72 16.08 -3.75  0.07
H 33.23 14.62 -4.68  0.10
H 31.26 14.12 -5.16  0.04
C 31.81 18.43 -2.01  -0.17
O 30.84 19.40 -1.83  -0.09
H 32.73 18.96 -1.83  0.10
H 31.79 18.09 -3.05  0.04
H 31.59 17.54 -1.47  0.05
H 30.02 19.12 -2.17  -0.02
C 29.17 17.10 -2.72  -0.57
O 29.62 16.28 -1.67  -0.12
N 28.37 18.06 -2.40  0.18
N 29.43 16.86 -3.97  0.20
H 28.03 18.16 -1.43  0.11
H 27.63 18.47 -3.10  0.12
H 29.98 16.05 -4.17  0.07
H 29.24 17.39 -4.87  0.11
C 30.11 17.67 1.21  -0.52
O 31.26 17.77 1.92  -0.07
N 29.92 16.42 0.92  -0.01
N 28.92 17.48 1.74  0.02
H 30.92 16.05 0.93  0.12
H 29.70 16.45 -0.09  0.03
H 28.93 18.24 2.47  0.10
H 28.13 17.82 1.05  0.05
C 25.81 18.24 -0.35  -0.59
O 27.04 18.09 0.20  -0.07
N 25.07 17.26 -0.72  0.18
N 25.39 19.32 -0.85  0.19
H 25.42 16.35 -0.42  0.14
H 24.20 17.35 -1.30  0.17
H 25.82 20.21 -0.63  0.10
H 24.44 19.50 -0.99  0.12
C 25.80 19.58 -4.37  -0.69
O 25.59 20.82 -3.92  -0.08
N 25.92 19.25 -5.64  0.16
N 25.87 18.57 -3.59  0.14
H 25.85 20.12 -6.33  0.19
H 26.11 18.32 -5.93  0.09
H 25.65 18.78 -2.60  0.08
H 25.84 17.54 -3.85  0.12
C 26.24 22.40 -0.03  -0.03
C 27.31 22.06 -1.07  -0.63
C 28.35 23.15 -1.22  -0.03
O 27.91 20.96 -0.97  -0.01
H 26.31 23.49 0.07  0.08
H 26.40 22.15 1.00  0.08
H 25.19 22.22 -0.29  0.08
H 26.83 21.89 -2.03  0.12
H 28.88 23.26 -0.29  0.08
H 28.07 24.20 -1.41  0.08
H 29.04 22.86 -2.04  0.08
H 28.33 20.62 -1.75  0.06
C 31.11 18.73 -5.58  -0.03
C 30.00 18.59 -6.64  -0.60
C 30.27 17.43 -7.50  -0.03
O 28.80 18.43 -6.21  -0.03
H 32.00 19.10 -6.03  0.08
H 31.45 17.76 -5.30  0.04
H 30.78 19.30 -4.65  0.10
H 30.03 19.60 -7.19  0.17
H 30.20 16.47 -6.98  0.09
H 31.36 17.52 -7.75  0.11
H 29.74 17.38 -8.38  0.06
H 28.30 18.86 -6.86  0.09
C 30.04 11.44 -0.35  -0.05
C 30.70 11.94 -1.56  -0.67
C 29.87 13.07 -2.24  -0.02
O 31.86 12.34 -1.28  0.02
H 28.98 11.27 -0.65  0.10
H 30.04 12.18 0.46  0.10
H 30.51 10.56 -0.06  0.06
H 30.87 11.05 -2.12  0.13
H 29.75 13.85 -1.40  0.11
H 28.87 12.80 -2.54  0.06
H 30.24 13.65 -3.04  0.02
H 32.39 12.18 -2.09  0.14
C 26.11 15.25 -2.74  -0.02
C 26.41 15.12 -4.22  -0.64
C 25.14 14.83 -4.97  -0.03
O 26.74 16.15 -4.80  -0.04
H 25.61 14.32 -2.40  0.12
H 25.40 15.97 -2.66  0.00
H 26.90 15.61 -2.19  0.05
H 27.23 14.41 -4.28  0.15
H 25.35 14.64 -6.00  0.07
H 24.40 15.65 -4.89  0.11
H 24.74 13.85 -4.69  0.09
H 27.65 16.39 -4.51  0.09

---

Q: Which of them is the least stable? A: ii.

---

## i
Entry from the OMol25 dataset: a structure of composition C2H4N3S (ωB97M-V/def2-TZVPD).

Calculated values
LUMO level: -5.6916 eV
Net charge: +1
Highest occupied orbital energy: -15.99 eV

Last column: Löwdin charge in e.
Geometry (Å):
C 0.41 -0.35 1.41  -0.14
C -0.78 0.20 1.81  -0.32
N 0.63 -0.23 0.05  0.05
N -0.32 0.42 -0.42  -0.44
N -0.35 0.26 -2.20  0.22
S -1.55 0.96 0.52  1.21
H 1.29 -0.84 1.83  0.14
H -1.17 0.53 2.84  0.13
H 0.31 -0.51 -2.16  0.06
H 0.24 1.00 -2.54  0.07

---

## ii
Entry from the OMol25 dataset: the ion C2H4N3S with charge +1 (ωB97M-V/def2-TZVPD).

Calculated values
LUMO level: -5.7684 eV
Net charge: +1
Highest occupied orbital energy: -14.17 eV

Last column: Löwdin charge in e.
Geometry (Å):
C -1.26 1.31 0.01  -0.29
C -0.85 -1.24 0.27  -0.24
N -0.01 1.23 0.02  0.01
N 0.75 0.24 0.29  -0.12
N 1.94 -0.13 -0.11  0.10
S -2.04 -0.31 -0.18  1.06
H -1.92 2.11 -0.11  0.08
H -1.17 -2.27 0.35  0.02
H 2.50 -0.73 0.62  0.20
H 2.07 -0.20 -1.17  0.17

---

Q: Which of them is the least stable? A: ii.